No. 1
Below is C33H46BaBrN3P2Se as an isolated structure in a non-equilibrium geometry, with properties calculated with ωB97M-V/def2-TZVPD.

Computed properties:
Charge: +2
Relative energy (zero: lowest compared OMol25 entry of this formula, charge and spin) (eV): 0.000
E (eV): -194085.3674

CARTESIAN COORDINATES (ANGSTROEM)
C (-1.035, 6.957, -4.179)
C (-1.293, 5.582, -4.373)
C (-1.508, 5.178, -5.716)
C (-1.450, 6.126, -6.757)
N (-1.202, 7.418, -6.527)
C (-0.992, 7.836, -5.277)
C (-1.268, 4.655, -3.249)
C (-1.125, 3.781, -2.387)
C (-0.525, 2.686, -1.666)
C (0.637, 2.927, -0.910)
C (1.278, 1.882, -0.254)
C (0.844, 0.563, -0.397)
C (-0.435, 0.347, -0.965)
C (-1.102, 1.390, -1.600)
Ba (-1.494, 2.878, 0.938)
P (2.063, -0.739, -0.195)
H (-1.699, 4.141, -5.977)
H (-0.842, 7.357, -3.188)
H (-1.609, 5.834, -7.805)
H (-0.783, 8.905, -5.131)
H (-2.065, 1.237, -2.111)
H (1.082, 3.925, -0.945)
H (-0.901, -0.643, -0.881)
H (2.151, 2.109, 0.361)
C (1.528, -2.000, 0.959)
C (2.273, -3.338, 0.743)
H (0.432, -2.099, 0.901)
H (1.720, -1.587, 1.969)
H (2.238, -3.915, 1.682)
H (1.811, -3.929, -0.060)
H (3.330, -3.185, 0.471)
C (2.344, -1.411, -1.877)
C (3.059, -0.469, -2.852)
H (1.373, -1.737, -2.291)
H (2.932, -2.337, -1.746)
H (2.962, -0.854, -3.868)
H (2.684, 0.562, -2.845)
H (4.134, -0.421, -2.634)
C (3.601, 0.026, 0.394)
C (4.770, -0.919, 0.595)
H (3.344, 0.528, 1.337)
H (3.875, 0.813, -0.322)
H (5.638, -0.337, 0.919)
H (4.575, -1.668, 1.366)
H (5.054, -1.428, -0.331)
Br (-1.377, 0.077, 1.901)
P (-2.781, -3.337, -2.536)
C (-0.946, -3.536, -2.506)
C (-0.539, -4.994, -2.745)
H (-0.566, -3.170, -1.539)
H (-0.536, -2.887, -3.295)
H (0.538, -5.058, -2.944)
H (-0.759, -5.623, -1.873)
H (-1.065, -5.417, -3.611)
C (-3.184, -3.100, -0.756)
C (-4.577, -3.664, -0.451)
H (-3.125, -2.027, -0.526)
H (-2.415, -3.608, -0.157)
H (-4.731, -3.729, 0.629)
H (-5.354, -3.013, -0.865)
H (-4.706, -4.667, -0.873)
C (-2.982, -1.650, -3.253)
C (-3.232, -1.721, -4.764)
H (-2.089, -1.052, -3.023)
H (-3.837, -1.187, -2.741)
H (-3.571, -0.747, -5.133)
H (-2.320, -1.990, -5.309)
H (-4.006, -2.460, -5.003)
C (2.680, -0.031, 5.505)
N (1.409, 0.622, 5.805)
C (0.704, 1.458, 4.956)
Se (1.163, 2.106, 3.317)
N (-0.472, 1.704, 5.625)
C (-0.544, 0.999, 6.825)
C (-1.619, 0.770, 7.666)
C (-1.437, -0.194, 8.681)
C (-0.223, -0.900, 8.789)
C (0.844, -0.657, 7.923)
C (0.658, 0.320, 6.943)
H (3.149, -0.285, 6.462)
H (3.301, 0.663, 4.934)
H (2.518, -0.955, 4.939)
H (-1.224, 2.274, 5.239)
H (-2.547, 1.328, 7.522)
H (-2.246, -0.406, 9.388)
H (-0.137, -1.667, 9.570)
H (1.781, -1.215, 7.962)

No. 2
Below is a 2-piece molecular cluster, C7H18N4O2 overall in a non-equilibrium geometry, with properties calculated with ωB97M-V/def2-TZVPD.

Computed properties:
Charge: +2
Relative energy (zero: lowest compared OMol25 entry of this formula, charge and spin) (eV): 3.565
E (eV): -17585.4305

CARTESIAN COORDINATES (ANGSTROEM)
C (1.045, -0.107, 0.215)
C (2.797, -2.186, -0.869)
C (0.642, -1.399, -0.163)
C (2.631, 2.764, 0.249)
C (-3.887, 0.784, -1.969)
C (-2.883, 0.098, 1.455)
C (2.821, 1.401, 0.921)
N (1.580, -2.407, -0.436)
N (1.258, -3.655, 0.000)
N (-3.885, 0.621, -0.513)
N (-2.924, 0.125, 0.043)
O (0.088, 0.709, 0.644)
O (2.281, 0.322, 0.121)
H (3.070, -1.169, -1.122)
H (3.458, -2.973, -1.177)
H (-0.435, -1.597, -0.185)
H (3.646, 3.183, 0.507)
H (2.604, 2.773, -0.853)
H (1.782, 3.340, 0.598)
H (-3.993, 1.931, -2.140)
H (-2.907, 0.338, -2.450)
H (-4.773, 0.267, -2.369)
H (-1.934, 0.566, 1.897)
H (-3.821, 0.551, 1.911)
H (-2.653, -1.011, 1.839)
H (2.460, 1.217, 1.918)
H (3.827, 1.060, 0.841)
H (1.955, -4.419, 0.045)
H (0.427, -3.768, 0.502)
H (-4.668, 1.084, -0.064)
H (0.390, 1.556, 0.599)

No. 3
Below is C3H5NO2 in the gas phase, with properties calculated with ωB97M-V/def2-TZVPD.

Computed properties:
Charge: 0
Relative energy (zero: lowest compared OMol25 entry of this formula, charge and spin) (eV): 3.071
E (eV): -8774.6239

CARTESIAN COORDINATES (ANGSTROEM)
C (1.540, -0.749, -0.445)
N (0.375, 0.003, -0.899)
C (-0.557, 0.503, -0.111)
O (-0.451, 0.326, 1.179)
C (-1.904, 0.764, 0.960)
O (-2.811, -0.015, 1.063)
H (1.424, -0.954, 0.620)
H (1.607, -1.695, -0.991)
H (2.456, -0.170, -0.600)
H (0.254, 0.144, -1.891)
H (-1.933, 1.844, 1.116)

No. 4
Below is C5H7NO in the gas phase, with properties calculated with ωB97M-V/def2-TZVPD.

Computed properties:
Charge: 0
SMILES string: O=C[C@H]1[C@H]2CCN21
Relative energy (zero: lowest compared OMol25 entry of this formula, charge and spin) (eV): 2.773
E (eV): -8833.4298

CARTESIAN COORDINATES (ANGSTROEM)
O (2.322, 1.131, 0.616)
C (1.139, 1.349, 0.512)
C (0.333, 0.939, -0.690)
C (0.050, -0.450, -1.078)
C (-0.083, -1.372, 0.123)
C (-1.143, -0.369, 0.629)
N (-1.051, 0.466, -0.615)
H (0.597, 1.928, 1.289)
H (0.479, 1.635, -1.517)
H (0.125, -0.772, -2.114)
H (0.819, -1.530, 0.722)
H (-0.519, -2.339, -0.138)
H (-0.923, 0.176, 1.554)
H (-2.146, -0.792, 0.710)

No. 5
Below is a 2-piece molecular cluster, C22H30N2O3 overall in a non-equilibrium geometry, with properties calculated with ωB97M-V/def2-TZVPD.

Computed properties:
Charge: 0
Relative energy (zero: lowest compared OMol25 entry of this formula, charge and spin) (eV): 24.430
E (eV): -32401.4404

CARTESIAN COORDINATES (ANGSTROEM)
C (-5.498, -3.171, -1.121)
H (-6.183, -3.932, -1.209)
O (-5.582, -2.327, -0.063)
C (-4.822, -1.422, 0.198)
C (-5.089, -0.853, 1.247)
C (-4.347, 0.280, 1.808)
C (-3.307, 0.610, 1.118)
C (-3.005, 0.061, -0.358)
C (-3.864, -0.997, -0.677)
H (-3.567, -1.593, -1.512)
C (-1.938, 0.660, -1.159)
N (-0.768, 0.945, -0.572)
C (-0.028, -0.472, 0.086)
C (1.174, 0.254, 1.054)
N (2.076, 0.845, 0.028)
C (3.348, 1.005, 0.820)
H (3.784, 1.913, 0.637)
C (4.381, 0.074, 0.030)
C (4.078, -1.195, -0.045)
C (4.287, -2.057, 1.218)
C (3.805, -3.408, 1.100)
C (2.914, -3.823, 0.357)
C (2.681, -3.014, -0.826)
C (3.093, -1.780, -0.798)
H (2.884, -1.043, -2.058)
H (2.135, -3.505, -1.670)
H (2.678, -5.118, 0.270)
H (4.165, -3.855, 2.005)
H (4.874, -1.742, 1.990)
H (5.439, 0.207, 0.472)
H (4.479, 0.559, -1.143)
H (3.405, 0.767, 1.635)
C (1.529, 2.037, -0.504)
C (0.293, 1.341, -1.367)
H (-0.187, 2.215, -1.900)
H (0.745, 0.941, -2.039)
H (2.277, 2.378, -1.403)
C (1.102, 3.183, 0.676)
C (0.593, 4.452, -0.323)
O (-0.906, 4.639, -0.311)
H (-1.083, 3.576, -0.475)
H (0.793, 5.386, 0.419)
H (0.946, 4.387, -1.323)
H (0.271, 2.708, 1.127)
H (1.875, 3.488, 0.931)
H (1.808, -0.781, 1.409)
H (0.894, 0.677, 1.904)
H (-0.657, -0.903, 0.892)
H (0.313, -0.946, -0.643)
H (-1.811, -0.284, -1.849)
H (-2.196, 1.380, -1.799)
O (-2.406, 1.808, 1.305)
H (-1.447, 1.826, 0.686)
H (-4.396, 0.839, 2.764)
H (-5.831, -1.032, 2.135)
H (-5.600, -2.456, -1.896)
H (-4.598, -3.733, -1.278)

No. 6
Below is a 6-piece molecular cluster, H14NO5 overall in a non-equilibrium geometry, with properties calculated with ωB97M-V/def2-TZVPD.

Computed properties:
Charge: +1
Relative energy (zero: lowest compared OMol25 entry of this formula, charge and spin) (eV): 1.273
E (eV): -11949.1496

CARTESIAN COORDINATES (ANGSTROEM)
N (-0.884, -0.124, 0.797)
H (-1.178, 0.395, -0.024)
H (-0.227, 0.289, 1.472)
H (-1.738, -0.225, 1.346)
H (-0.454, -1.014, 0.498)
H (2.494, 1.530, 1.608)
H (1.612, 1.783, 2.736)
O (1.810, 1.065, 2.115)
H (-4.126, 0.997, 0.859)
H (-3.746, 1.306, -0.607)
O (-3.404, 0.965, 0.224)
H (0.579, -2.739, -3.663)
H (-0.107, -1.369, -3.708)
O (0.754, -1.792, -3.642)
H (1.259, -3.046, 0.445)
H (1.608, -2.114, 1.505)
O (0.883, -2.259, 0.878)
H (2.015, 1.778, -1.554)
H (1.195, 2.707, -0.619)
O (1.657, 1.865, -0.665)

Look up the relative energy (zero: lowest compared OMol25 entry of this formula, charge and spin) of the third one. 3.071 eV